{"formula": "C38H70F15N3O10", "method": "ωB97M-V/def2-TZVPD", "smiles": "CCOC(=O)C(F)(F)F.CCOC(=O)C(F)(F)F.CCOC(=O)C(F)(F)F.CCOC(=O)C(F)(F)F.CCOC(=O)C(F)(F)F.CCN(CC)CC.CCN(CC)CC.CCN(CC)CC", "homo_lumo_gap_ev": 8.4, "lumo_energy_ha": 0.0170, "spin_multiplicity": 1, "symbols": ["C", "C", "O", "C", "O", "C", "F", "F", "F", "H", "H", "H", "H", "H", "C", "C", "O", "C", "O", "C", "F", "F", "F", "H", "H", "H", "H", "H", "C", "C", "O", "C", "O", "C", "F", "F", "F", "H", "H", "H", "H", "H", "C", "C", "O", "C", "O", "C", "F", "F", "F", "H", "H", "H", "H", "H", "C", "C", "O", "C", "O", "C", "F", "F", "F", "H", "H", "H", "H", "H", "C", "C", "N", "C", "C", "C", "C", "H", "H", "H", "H", "H", "H", "H", "H", "H", "H", "H", "H", "H", "H", "H", "C", "C", "N", "C", "C", "C", "C", "H", "H", "H", "H", "H", "H", "H", "H", "H", "H", "H", "H", "H", "H", "H", "C", "C", "N", "C", "C", "C", "C", "H", "H", "H", "H", "H", "H", "H", "H", "H", "H", "H", "H", "H", "H", "H"], "xyz": [[-1.35984, 1.27199, 2.79706], [-2.09086, 0.91448, 4.09848], [-3.47863, 1.31144, 3.92604], [-4.30714, 0.54872, 3.28373], [-4.01581, -0.54187, 2.81130], [-5.74385, 1.16482, 3.12722], [-6.11782, 1.27901, 1.84966], [-6.53693, 0.28687, 3.72861], [-5.92016, 2.33589, 3.72123], [-1.65559, 2.25624, 2.43389], [-1.52706, 0.60342, 1.95259], [-0.30819, 1.44436, 3.02603], [-1.75803, 1.55168, 4.91780], [-2.00789, -0.10302, 4.48045], [-3.58388, 2.81157, -0.12744], [-3.35096, 2.32083, -1.55833], [-2.07192, 2.64163, -2.03529], [-1.64355, 2.15132, -3.29144], [-2.39014, 1.45782, -3.93213], [-0.15582, 2.45617, -3.75656], [0.48632, 3.07293, -2.79552], [0.52559, 1.36678, -4.01446], [-0.12723, 3.23291, -4.79977], [-2.76941, 2.38379, 0.45715], [-4.50918, 2.57358, 0.39723], [-3.47737, 3.89609, -0.15160], [-4.10145, 2.79738, -2.18902], [-3.47847, 1.24231, -1.65126], [-0.50371, 4.76776, 0.73553], [-0.77949, 6.02468, -0.09059], [-0.13760, 6.03139, -1.33789], [1.14552, 6.43473, -1.50707], [1.87866, 6.78412, -0.62384], [1.60090, 6.34151, -2.97589], [1.85027, 7.59254, -3.28982], [2.70324, 5.63808, -3.12203], [0.67261, 5.85027, -3.82582], [-0.65019, 3.77316, 0.31433], [-1.04412, 4.92744, 1.66857], [0.50981, 4.82672, 1.13227], [-0.70550, 7.01372, 0.36153], [-1.84211, 6.08673, -0.32528], [-0.80285, -0.64819, -1.32446], [-0.14290, 0.22184, -0.25179], [0.92464, 1.00841, -0.76615], [1.67758, 1.75616, 0.09166], [1.34288, 1.91612, 1.29613], [2.99409, 2.31006, -0.54965], [4.00044, 1.77189, 0.10401], [3.09889, 2.08889, -1.88237], [3.11497, 3.60852, -0.39244], [-0.83048, -0.10050, -2.26646], [-1.82334, -0.87827, -1.01825], [-0.28282, -1.59300, -1.48260], [0.23110, -0.38761, 0.57088], [-0.88175, 0.91784, 0.14543], [8.08263, 1.05182, -1.79736], [7.28212, 0.69344, -3.05383], [6.01315, 0.23603, -2.76467], [5.19966, -0.33556, -3.75096], [5.48401, -0.51303, -4.92613], [3.88496, -0.87573, -3.24292], [2.91334, -0.38801, -3.98097], [3.77268, -2.19207, -3.41560], [3.67982, -0.55142, -1.93719], [7.56384, 1.84400, -1.25754], [9.01358, 1.47970, -2.16931], [8.29640, 0.27748, -1.06062], [7.79049, -0.05858, -3.65726], [7.23398, 1.60974, -3.64220], [-1.45283, -4.40403, -2.29773], [-0.92505, -5.51129, -1.36458], [0.47056, -5.19410, -0.86695], [1.18299, -6.37364, -0.36101], [0.63206, -7.04767, 0.92564], [0.41022, -4.06974, 0.08496], [1.80744, -3.41568, 0.32067], [-2.40123, -4.65025, -2.77524], [-0.71935, -4.14969, -3.06285], [-1.49086, -3.39508, -1.88702], [-1.62020, -5.83007, -0.58789], [-0.86627, -6.39249, -2.00343], [1.23592, -7.15798, -1.11606], [2.22289, -6.06614, -0.25079], [1.18309, -7.93927, 1.22483], [0.71328, -6.31309, 1.72683], [-0.38512, -7.40547, 0.76623], [-0.07266, -4.38222, 1.01086], [-0.12259, -3.21469, -0.33109], [1.79562, -2.46263, 0.84949], [2.36232, -3.15210, -0.57973], [2.37671, -4.16822, 0.86629], [-7.08168, -0.57896, -2.25557], [-5.80744, -0.38868, -1.45167], [-5.26476, -1.70516, -1.16065], [-5.02371, -2.63604, -2.29317], [-4.19179, -2.06196, -3.47260], [-5.91673, -2.31106, 0.01920], [-5.12998, -3.46783, 0.60934], [-6.87954, -0.96007, -3.25657], [-7.57354, 0.37618, -2.43963], [-7.72949, -1.30122, -1.75880], [-5.14778, 0.26346, -2.02408], [-6.12555, 0.15184, -0.56019], [-4.43098, -3.50300, -2.00138], [-5.98716, -3.09606, -2.51284], [-4.14917, -2.72209, -4.33892], [-4.62704, -1.18059, -3.94360], [-3.13864, -1.86807, -3.26916], [-6.84502, -2.74058, -0.35749], [-6.10454, -1.56646, 0.79276], [-5.06018, -4.25372, -0.14273], [-5.68738, -3.79050, 1.48872], [-4.15306, -3.07911, 0.89678], [3.88780, -1.19265, 2.35602], [4.56785, -0.94876, 3.77688], [4.43139, 0.45689, 4.30828], [3.05025, 0.94079, 4.46406], [2.08950, -0.04528, 5.23972], [5.25871, 1.48658, 3.59045], [5.79206, 2.57364, 4.52028], [2.81644, -1.18378, 2.55656], [4.04261, -2.22049, 2.02785], [4.05395, -0.48210, 1.54632], [4.26040, -1.71792, 4.48536], [5.62816, -1.18875, 3.69787], [2.58386, 1.12630, 3.49650], [3.04431, 1.86946, 5.03470], [1.15508, 0.45596, 5.49215], [2.57312, -0.50106, 6.10371], [1.83408, -0.90552, 4.62098], [6.09707, 0.97240, 3.12049], [4.68408, 1.94919, 2.78802], [4.97019, 3.11794, 4.98544], [6.32920, 2.18169, 5.38397], [6.51415, 3.27870, 4.10849]], "forces_ev_per_angstrom": [[0.2, 0.2, 0.6], [0.0, 0.7, -0.6], [-0.4, 0.9, 1.0], [0.9, -1.8, -1.6], [-1.0, 1.5, 0.5], [0.6, -0.7, 0.5], [0.2, 0.0, 0.0], [-0.7, -0.3, 0.1], [0.3, 0.3, -0.1], [-0.4, 0.1, 0.3], [0.1, -0.3, 0.6], [0.2, -0.6, -0.3], [0.0, 0.1, -0.2], [-0.2, -0.2, -0.6], [1.6, 0.2, -0.3], [-2.1, -0.8, -0.3], [3.3, 0.7, -1.6], [-2.6, -0.9, 1.5], [1.1, 0.7, -0.1], [-0.9, 0.2, 1.5], [0.5, 0.9, 1.4], [-0.2, -1.2, -0.4], [-0.5, 0.6, -1.4], [0.0, 0.2, 0.4], [-0.2, -0.3, -0.7], [0.1, 0.1, 0.3], [0.0, -0.1, -0.3], [-0.1, 0.0, 0.1], [1.0, 1.5, 1.2], [-1.3, -0.2, 0.2], [1.3, 0.2, -2.1], [-1.1, -1.3, 2.0], [-0.2, 0.1, -0.7], [-1.1, -0.2, 0.1], [0.3, 1.2, -0.9], [0.4, -0.4, 0.1], [0.4, 0.3, 0.5], [-0.4, 0.4, -0.4], [-0.6, -0.5, 0.0], [0.4, -0.2, -0.4], [1.1, -0.3, 0.8], [-0.2, -0.6, -0.5], [0.6, 0.5, 0.1], [-0.9, -0.2, 0.5], [2.3, 1.0, -0.1], [-3.1, -1.1, 2.8], [1.9, -0.2, -4.3], [-0.6, 0.1, -0.7], [0.7, -0.9, 0.0], [-0.2, -0.3, 1.0], [-0.5, 1.1, 0.3], [-0.1, -0.2, 0.0], [-0.1, 0.0, 0.0], [0.1, 0.2, -0.1], [0.0, 0.1, 0.1], [0.0, 0.0, 0.0], [-0.5, 0.3, -0.2], [1.9, 0.3, -0.6], [-3.8, -1.6, -0.6], [3.4, 0.3, -1.2], [-0.3, 0.7, 2.5], [-0.8, 0.0, 1.1], [-0.7, 1.1, -0.2], [0.8, -0.3, 0.7], [0.0, -0.6, -0.9], [0.0, 0.1, 0.0], [0.1, -0.1, 0.2], [-0.1, -0.3, -0.4], [0.2, 0.0, 0.0], [-0.2, 0.0, -0.2], [0.6, 0.6, 0.2], [1.2, 0.3, -0.8], [-1.7, -0.1, -0.3], [0.1, -0.4, 0.2], [0.3, 0.6, -0.4], [1.3, 0.9, -0.8], [-0.1, -1.1, 0.3], [0.0, 0.0, 0.1], [0.2, -0.9, -0.4], [-0.8, -0.2, 0.8], [-0.2, 0.5, 0.4], [0.4, -0.2, 0.0], [-0.3, 0.3, -0.5], [0.1, 0.0, 0.4], [0.4, 0.1, -0.2], [-0.4, -0.3, 0.3], [-0.2, 0.4, 0.2], [0.0, 0.3, 0.3], [-0.7, -0.6, -0.2], [-0.4, -0.3, 0.5], [-0.3, -0.5, -0.4], [0.5, 0.4, 0.2], [-0.3, 0.5, -0.8], [-1.1, -0.6, -1.1], [2.0, 0.3, 1.3], [0.5, 0.5, 0.4], [-0.9, 0.2, -0.5], [0.4, -0.5, -1.4], [-0.2, 0.8, -0.1], [0.1, -0.2, 0.0], [-0.4, 0.0, 0.3], [-0.3, 0.3, 0.0], [0.3, -0.2, 0.1], [0.6, -0.3, 0.4], [0.1, 0.2, 0.7], [-0.3, 0.1, -1.0], [-0.2, -0.6, 0.3], [0.0, 0.4, 0.4], [-0.2, 0.2, 0.6], [-0.8, 0.0, 0.4], [0.0, 0.1, -0.3], [0.2, -0.2, 0.4], [0.2, -0.4, 0.0], [0.1, -0.4, 0.1], [-0.6, -0.4, 1.7], [0.2, 1.3, -1.6], [0.2, -0.4, -0.1], [-0.6, -1.3, 0.8], [1.0, 0.1, -0.9], [0.0, -0.8, 0.5], [-0.1, -0.1, 1.0], [-0.3, 0.2, -0.1], [0.4, 0.1, -0.2], [0.5, 0.0, 0.3], [-0.7, 0.4, 0.1], [0.2, 0.5, -0.1], [-0.1, 0.2, -0.3], [0.3, 0.1, -0.1], [0.1, 0.0, 0.2], [0.0, 0.5, 0.3], [-0.1, 0.0, -0.3], [0.0, -0.1, 0.0], [-0.2, 0.1, -0.2], [-0.1, 0.3, -0.3], [0.0, -0.6, -0.1], [-0.4, 0.0, -0.6]]}